The following is a quantum chemistry calculation of a molecular structure, C22H50MnN10, from the OMol25 dataset.

## Properties
HOMO energy (alpha / beta)   -9.0 / -8.9 eV
Charge   +1
Multiplicity   1
E_tot   -2566.48698 hartree
Lowest unoccupied orbital energy (alpha / beta)   -1.611 / -1.604 eV
HOMO-LUMO gap (alpha / beta)   7.372 / 7.263 eV

Each line ends with the Mulliken charge.
Element x y z (Å)
H1 3.15377 -2.85406 -3.94036  0.354
C1 0.54728 -0.87679 3.32038  -0.010
H2 1.63923 -0.99706 5.65217  0.336
N1 0.23900 -0.09852 2.32612  0.738
H3 2.34270 -1.33417 1.27235  -0.483
C2 -2.34292 1.45061 -0.16521  -1.322
H4 -0.87052 -2.79544 -0.47251  0.770
C3 2.40526 -2.96627 -1.25928  -1.128
H5 -2.20332 -2.63044 1.64115  0.226
Mn1 0.01964 -0.46213 0.21282  0.743
H6 -5.57870 0.06519 -2.27615  0.370
C4 -0.00440 2.19744 1.67322  -1.752
H7 -3.98030 -2.69449 1.79494  0.522
H8 -0.59888 3.11192 1.77632  0.311
N2 -3.62761 -0.50329 -1.79794  0.265
H9 1.00855 2.42530 2.00264  0.489
N3 3.18077 0.19841 -2.77475  0.335
H10 -3.11613 -1.14027 1.88683  0.212
H11 -3.13678 1.70988 -0.86724  0.780
H12 1.12205 2.49596 -1.40803  0.479
H13 3.24912 2.30411 -3.01400  0.291
C5 -5.02111 -0.84020 -2.02413  -1.188
C6 2.37144 1.17233 -0.28247  -0.686
C7 2.25620 -2.32250 -3.61171  -1.215
H14 -3.50703 -2.99544 -1.82676  0.413
H15 0.33850 -3.06683 0.81547  0.439
C8 -2.97485 0.22809 -2.86588  -0.981
C9 -0.16777 -2.29700 0.21747  -1.120
N4 1.85319 -0.08192 -0.83989  0.257
H16 -5.13726 -1.55007 -2.84741  0.359
H17 -3.38774 1.23399 -2.99304  0.340
H18 -3.10699 -0.30830 -3.80884  0.416
H19 -1.91039 0.08640 5.09400  0.286
H20 -1.94292 -1.68238 5.14707  0.388
H21 3.15796 -0.45785 2.57209  0.271
C10 1.57683 -3.06421 3.78363  -1.353
H22 2.60012 0.99639 0.77174  0.106
C11 -0.53472 1.10520 2.58493  -0.988
N5 -0.11746 -0.88329 4.52099  0.361
H23 1.66826 3.17851 0.10866  0.315
H24 1.63532 1.56728 -3.07551  0.242
H25 3.29159 1.49985 -0.76998  0.610
C12 -1.10017 2.22819 -0.52801  -1.125
C13 -1.56412 -0.82006 4.59053  -0.807
H26 1.79719 -3.79595 3.00381  0.447
C14 1.31768 2.25765 -0.36613  -1.304
H27 0.33900 -2.05883 6.22866  0.362
C15 -3.13741 -2.11710 1.41007  -1.101
H28 2.74106 1.38207 -4.43480  0.404
H29 3.22749 -3.64052 -1.52204  0.440
N6 -2.06569 0.01350 -0.10679  0.441
H30 -4.65407 -3.48037 -0.56264  0.313
H31 -1.59850 0.94169 2.39529  0.243
H32 5.19196 0.45860 -3.26459  0.368
C16 -2.96834 -0.78441 -0.63045  -0.020
H33 2.08888 -1.47246 -4.26766  0.387
H34 -1.91062 0.30397 -2.65544  0.053
H35 1.47534 -3.53524 -1.24501  0.307
H36 -0.43276 1.44044 3.62121  0.687
C17 4.41301 -0.30077 -3.36344  -1.159
C18 2.43911 -0.57156 -1.90208  -0.328
H37 0.58414 -3.27983 4.16933  0.394
N7 1.61042 -1.72352 3.21744  0.366
C19 0.56422 -1.08292 5.78770  -1.178
N8 2.35584 -1.89054 -2.22832  0.536
C20 2.67877 1.43135 -3.34428  -1.045
C21 2.69058 -1.40551 2.29724  -0.831
H38 4.74271 -1.19472 -2.84052  0.330
H39 2.30214 -3.19138 4.59066  0.351
H40 -5.45332 -1.27032 -1.12426  0.344
H41 3.44558 -2.18708 2.36428  0.509
N9 0.06273 1.78072 0.25366  1.159
H42 4.30146 -0.53343 -4.42703  0.361
C22 -3.62974 -3.15585 -0.75966  -1.351
N10 -3.30667 -1.94350 -0.02257  0.293
H43 -0.87253 2.03926 -1.57843  0.362
H44 -2.69736 1.77426 0.81986  0.270
H45 0.24465 -0.31296 6.49346  0.383
H46 -1.27283 3.30468 -0.40907  0.400
H47 -1.98370 -0.85257 3.58977  -0.046
H48 2.57116 -2.56334 -0.26825  0.214
H49 1.40665 -3.00171 -3.71027  0.326
H50 -2.95067 -3.95454 -0.45207  0.449